164
Properties=species:S:1:pos:R:3:mulliken_charge:R:1 method="wB97M-V/def2-TZVPD" total_energy_ha=-2950.039013 orbital_gap_ev=7.415 e_above_lowest_ev=48.757 lumo_ev=0.403 total_charge=0
C -1.0487 -1.1572 -2.5130 -1.366
C -2.3366 -0.8462 -3.3906 1.025
C -2.7914 -2.0805 -4.2718 -1.492
O -1.9248 -2.2780 -5.3621 -0.335
C -2.2911 -3.3100 -6.1894 -0.755
N -3.3224 -0.1962 -2.5003 -0.160
H -0.1580 -1.3378 -3.1148 0.546
H -1.1352 -1.9901 -1.8152 0.365
H -0.7590 -0.3044 -1.8990 0.305
H -2.0894 -0.0735 -4.1185 1.638
H -3.8095 -1.9208 -4.6269 0.554
H -2.8879 -2.9289 -3.5944 0.375
H -2.3599 -4.2174 -5.5894 0.276
H -1.6213 -3.5543 -7.0139 0.266
H -3.1569 -3.0996 -6.8173 0.313
H -2.7350 0.4177 -1.9542 -1.995
H -3.5112 -0.9464 -1.8509 0.471
C 0.2985 -0.9275 0.7373 -0.218
C -0.3749 0.4454 0.4544 -0.548
C 0.5480 1.5221 0.1555 -1.401
O -0.1586 2.7816 0.1106 0.147
C 0.5987 3.6708 -0.7670 -0.037
N -1.3523 0.2463 -0.5948 0.877
H 0.6754 -0.9941 1.7579 -1.820
H 1.1240 -1.1068 0.0485 1.125
H -0.3790 -1.7357 0.4621 -0.270
H -0.8522 0.8659 1.3395 -0.111
H 0.9795 1.3243 -0.8257 0.985
H 1.2354 1.7589 0.9677 0.643
H 0.4949 3.2585 -1.7707 -0.187
H 1.6187 3.8472 -0.4256 -0.178
H 0.0805 4.6291 -0.8023 -0.105
H -0.9497 -0.3644 -1.2912 0.677
H -1.4812 1.1663 -0.9911 -0.903
C -3.2384 2.0284 -2.1427 -0.874
C -2.9666 3.4475 -1.7230 0.874
O -3.6835 4.3537 -2.5684 -0.683
O -2.3422 1.7037 -3.1877 -0.761
H -4.2120 1.8016 -2.5773 0.655
H -3.0528 1.1808 -1.4830 0.516
H -1.9059 3.6891 -1.6553 -0.534
H -3.3512 3.5699 -0.7104 0.182
H -3.0898 4.5935 -3.2836 0.487
H -2.8256 1.8550 -4.0031 0.641
C 0.1312 1.4338 -3.1518 1.446
C -0.0525 2.5034 -4.2322 -1.419
O 0.5417 2.1453 -5.5140 -0.639
O -0.6753 0.3261 -3.4585 -0.916
H -0.0125 1.7655 -2.1235 0.414
H 1.1784 1.1433 -3.2354 -1.301
H 0.5516 3.3625 -3.9405 0.298
H -1.0850 2.8288 -4.3592 0.209
H -0.1055 1.6091 -5.9779 0.423
H -1.5404 0.6438 -3.1897 -0.254
C -3.1734 4.8577 1.8823 -1.270
C -2.5794 3.6909 1.1063 -0.500
O -1.2204 3.6620 1.4344 -0.692
O -2.3816 6.0275 1.8219 -0.465
H -3.2959 4.4942 2.9025 0.430
H -4.1573 4.8889 1.4142 0.368
H -2.6448 4.0567 0.0816 -0.108
H -3.1150 2.7438 1.0421 0.545
H -0.8329 3.1394 0.7285 1.677
H -1.6072 5.8626 2.3648 0.311
C -1.5195 7.1986 -0.3536 -1.107
C -1.0352 5.8243 -0.7713 -0.364
O 0.1523 6.0650 -1.5974 -0.696
O -0.4818 7.6795 0.4218 -0.616
H -2.4190 7.2081 0.2620 0.468
H -1.5851 8.0296 -1.0560 0.331
H -1.8734 5.2810 -1.2076 1.005
H -0.5793 5.2064 0.0023 0.970
H 0.7975 6.4174 -0.9800 0.503
H -0.8676 8.1985 1.1313 0.342
C 3.1637 1.0953 0.5080 -0.973
C 4.2973 1.7577 -0.3252 2.101
C 5.5925 0.9506 -0.3101 -1.410
C 5.7541 -0.2629 -1.1854 -0.670
C 5.2930 0.0462 -2.6490 -1.292
C 3.9217 0.6271 -2.7208 1.596
N 3.8041 1.7850 -1.7465 -0.627
O 2.5207 2.3176 -1.7961 0.554
C 3.7109 1.2216 -4.1491 -1.936
C 2.9084 -0.5180 -2.5388 -0.983
C 4.5784 3.1826 0.1018 -2.024
H 2.9038 0.1095 0.1223 -0.027
H 2.3006 1.7556 0.5935 -0.391
H 3.5548 0.8764 1.5016 0.921
H 6.5105 1.4974 -0.5258 0.412
H 5.8246 0.5894 0.6917 0.377
H 5.2272 -1.1152 -0.7564 0.341
H 6.8086 -0.5344 -1.2345 0.454
H 5.2401 -0.8789 -3.2231 0.426
H 5.9977 0.7291 -3.1237 0.334
H 2.7501 1.6996 -4.3398 0.269
H 4.4588 1.9804 -4.3791 0.514
H 3.7158 0.4445 -4.9135 0.331
H 2.9706 -1.2017 -3.3854 0.660
H 3.0762 -1.0117 -1.5817 0.256
H 1.9303 -0.0448 -2.4520 0.020
H 3.6531 3.7506 0.1983 0.194
H 5.2278 3.7214 -0.5882 0.472
H 5.0314 3.2030 1.0930 0.398
H 2.7557 3.1272 -2.2553 0.496
C 0.8340 -1.3630 2.7103 0.317
C 0.4168 -1.9763 4.0322 1.724
C 0.3383 -3.5926 4.0018 -1.091
C 1.6731 -4.2526 4.0373 -0.720
C 2.4137 -3.9018 5.2517 -1.569
C 2.5375 -2.3733 5.5273 1.796
N 1.2769 -1.6485 5.2452 0.302
O 1.4357 -0.2911 5.3535 -0.453
C 2.8446 -2.1801 7.0362 -2.048
C 3.8175 -1.7981 4.8973 -1.738
C -1.0493 -1.4883 4.4495 -1.863
H 1.2678 -0.3865 2.9255 1.127
H -0.0193 -1.2035 2.0511 -0.249
H 1.6699 -1.9122 2.2770 -0.051
H -0.1923 -3.9449 4.8863 1.144
H -0.1487 -3.9147 3.0815 -0.357
H 2.2671 -3.8876 3.1993 0.275
H 1.5491 -5.3316 3.9456 0.389
H 3.4073 -4.3105 5.0681 0.397
H 1.9663 -4.4370 6.0893 0.403
H 3.7754 -2.6145 7.4009 0.400
H 2.9328 -1.1177 7.2636 0.446
H 2.0717 -2.5021 7.7341 0.409
H 3.7892 -1.6205 3.8222 0.323
H 4.0857 -0.8218 5.3010 0.363
H 4.7182 -2.4092 4.9553 0.430
H -1.6378 -1.9142 3.6368 -0.323
H -1.2070 -0.4233 4.2792 0.402
H -1.4809 -1.6170 5.4421 0.429
H 1.0245 -0.0891 6.1971 0.379
C -0.0062 -5.1579 0.4827 -2.041
C -1.4302 -4.6086 0.9253 0.946
C -1.2151 -3.8058 2.1885 -0.631
C -2.4407 -2.9238 2.7255 -0.693
C -2.8933 -2.0232 1.6323 -0.543
C -3.1075 -2.6418 0.2584 0.665
N -1.9696 -3.5910 -0.0760 1.467
O -2.1888 -4.1675 -1.2765 -0.591
C -4.4953 -3.3127 0.2799 -2.169
C -3.0421 -1.5236 -0.8288 -0.733
C -2.3688 -5.7827 1.2386 -1.822
H 0.6336 -5.6606 1.2080 0.285
H 0.5369 -4.4554 -0.1496 0.186
H -0.2798 -6.0143 -0.1336 0.650
H -0.9148 -4.4450 3.0188 1.181
H -0.3993 -3.1197 1.9611 -0.715
H -2.2820 -2.5660 3.7428 0.008
H -3.2402 -3.6549 2.8456 0.866
H -2.1826 -1.2131 1.4685 -0.643
H -3.7379 -1.5099 2.0920 1.029
H -5.3742 -2.6978 0.4738 0.459
H -4.8641 -3.6975 -0.6709 0.448
H -4.5044 -4.1234 1.0084 0.327
H -3.1239 -1.9378 -1.8337 0.311
H -3.9243 -0.8970 -0.6979 0.625
H -2.1312 -0.9276 -0.8851 -0.805
H -2.9180 -6.0148 0.3262 0.337
H -3.0468 -5.5329 2.0547 0.296
H -1.6433 -6.5487 1.5122 0.536
H -1.3184 -4.1030 -1.6762 0.381